Entry 1:
This record from the OMol25 dataset describes a 2-piece molecular cluster, C5H11O3 overall at a distorted geometry. The level of theory is ωB97M-V/def2-TZVPD.

```
19
Properties=species:S:1:pos:R:3:forces:R:3
O 1.248 1.047 1.105 -0.307 0.057 0.284
C 1.597 0.412 0.085 0.315 -0.015 -0.877
O 2.664 0.536 -0.558 -0.058 -0.090 0.264
C 0.558 -0.540 -0.554 0.613 0.549 -0.352
C -0.731 -0.733 0.214 -1.195 -1.387 -0.539
C -1.331 -2.145 -0.053 -0.319 0.155 -0.601
C -1.779 0.309 -0.165 -0.295 0.275 -0.380
H 1.047 -1.444 -0.915 0.118 -0.417 0.739
H 0.382 -0.089 -1.536 -0.431 0.363 0.043
H -0.577 -0.696 1.287 0.390 0.416 0.062
H -2.340 -2.084 -0.466 -0.212 0.191 0.101
H -1.435 -2.731 0.862 0.352 -0.224 -0.146
H -0.793 -2.666 -0.851 0.239 -0.250 0.488
H -2.815 0.037 0.060 0.174 0.043 1.157
H -1.948 0.379 -1.247 0.917 0.198 -0.221
H -1.467 1.270 0.252 -0.395 0.078 -0.203
H 1.920 2.668 0.850 -0.147 0.444 0.642
H 3.300 3.001 0.670 0.074 0.479 0.084
O 2.501 3.471 0.960 0.167 -0.865 -0.543
```
Forces are in eV/Å.

Output
Total charge: -1
Lowest unoccupied orbital energy (eV): 3.67
HOMO-LUMO gap (eV): 8.217
Energy above the lowest of the compared OMol25 structures with the same formula, charge and spin (eV): 0.358
HOMO level (eV): -4.55

Entry 2:
This record from the OMol25 dataset describes a 7-piece molecular cluster, C3H20O8 overall at a distorted geometry. The level of theory is ωB97M-V/def2-TZVPD.

```
31
Properties=species:S:1:pos:R:3:forces:R:3
O 0.953 0.898 -3.032 0.227 0.032 -0.601
C -0.289 0.807 -2.370 -0.047 -1.324 0.762
C -0.488 1.797 -1.218 0.970 -2.146 0.277
C 0.410 1.461 0.000 1.305 0.417 -1.627
O 1.788 1.323 -0.331 1.720 -0.021 -0.230
H 1.381 1.751 -2.913 -0.179 0.112 0.161
H -1.123 0.912 -3.065 0.055 0.142 -0.214
H -0.322 -0.242 -2.002 -0.222 0.490 -0.050
H -0.257 2.704 -1.766 -0.698 1.032 0.945
H -1.473 1.507 -0.827 -0.358 1.303 -0.570
H 0.566 2.261 0.719 -1.209 0.228 0.254
H 0.034 0.574 0.490 -0.255 -0.097 0.070
H 2.145 0.567 -0.869 -1.529 0.436 0.265
O -0.124 -2.656 -0.070 1.106 0.283 0.812
H 0.029 -1.796 0.351 -0.519 0.264 -0.579
H -0.025 -3.156 0.755 -0.183 -0.628 -0.363
O -2.431 -1.465 0.840 -0.115 1.178 -0.767
H -3.065 -2.137 1.084 0.303 -0.052 0.531
H -1.752 -1.267 1.518 -0.626 -0.938 0.449
O 1.714 -0.431 1.794 1.236 0.813 -1.094
H 2.041 0.483 1.669 -0.354 0.166 0.984
H 1.940 -0.600 0.864 -0.202 -1.024 0.076
O -0.472 -1.364 2.805 -0.097 -0.198 -0.436
H 0.228 -0.816 2.371 -0.218 -0.169 0.828
H -0.797 -0.908 3.585 0.103 0.233 -0.107
O 2.135 -1.109 -1.445 -0.079 -0.748 0.142
H 1.607 -1.767 -0.964 0.079 -0.215 -0.053
H 1.804 -1.200 -2.347 0.140 0.399 -0.087
O -1.907 1.178 1.810 -0.185 0.283 -0.173
H -2.353 0.631 1.146 -0.149 -0.224 0.212
H -1.899 2.060 1.421 -0.017 -0.026 0.184
```
Forces are in eV/Å.

Output
Lowest unoccupied orbital energy (eV): 0.49
SMILES: OCCCO.O.O.O.O.O.O
HOMO-LUMO gap (eV): 10.514
Energy above the lowest of the compared OMol25 structures with the same formula, charge and spin (eV): 1.599
HOMO level (eV): -10.02

Entry 3:
This record from the OMol25 dataset describes C34H53AsBrN5O5P3STi as an isolated structure at a distorted geometry. The level of theory is ωB97M-V/def2-TZVPD.

```
104
Properties=species:S:1:pos:R:3:forces:R:3
Ti 0.698 0.171 0.042 0.554 0.506 -0.553
C 1.542 3.036 -6.654 -0.023 -0.085 0.012
C 1.447 3.050 -5.159 0.012 -0.039 0.063
C 1.462 4.230 -4.423 -0.038 -0.079 0.125
C 1.371 4.193 -3.038 -0.003 0.192 0.253
C 1.265 2.949 -2.450 0.010 -0.305 -0.287
Br 1.243 2.814 -0.510 0.072 0.384 -0.235
N 1.234 1.816 -3.108 -0.142 0.153 0.226
C 1.324 1.866 -4.437 0.062 0.051 0.050
H 1.690 4.037 -7.048 0.004 -0.001 -0.037
H 0.630 2.624 -7.088 0.017 0.028 -0.049
H 2.372 2.407 -6.977 0.006 0.020 -0.048
H 1.547 5.186 -4.925 0.013 0.009 -0.013
H 1.393 5.096 -2.444 0.002 0.021 -0.010
H 1.300 0.903 -4.937 0.010 0.029 -0.079
C 3.955 1.266 -2.089 -0.266 0.069 0.006
P 2.918 -0.047 -1.308 1.379 -0.254 -0.076
C 3.161 -1.397 -2.518 -0.354 0.063 -0.003
C 4.113 -0.501 0.026 -0.126 -0.015 0.037
C 4.208 0.635 1.042 -0.174 -0.179 -0.186
P 2.611 0.906 1.954 1.048 0.443 0.123
C 3.002 2.577 2.621 -0.432 -0.149 -0.157
C 2.919 -0.101 3.460 -0.423 -0.128 -0.171
H 5.000 0.970 -2.010 -0.002 -0.060 0.018
H 3.829 2.230 -1.599 0.037 0.013 -0.036
H 3.704 1.376 -3.142 0.017 -0.016 0.051
H 4.195 -1.410 -2.860 0.011 0.065 0.033
H 2.502 -1.249 -3.375 0.023 0.034 -0.016
H 2.923 -2.350 -2.054 0.000 -0.011 -0.006
H 5.087 -0.703 -0.426 -0.029 -0.018 0.007
H 3.771 -1.414 0.512 0.049 -0.062 -0.061
H 4.477 1.574 0.552 -0.011 0.003 0.041
H 4.989 0.413 1.771 -0.034 0.116 0.057
H 3.951 2.536 3.156 0.012 0.010 -0.001
H 2.220 2.907 3.305 0.037 0.037 0.029
H 3.078 3.294 1.804 0.030 0.045 0.051
H 2.396 0.337 4.309 -0.014 -0.037 0.009
H 3.985 -0.111 3.684 0.004 0.064 -0.045
H 2.565 -1.119 3.313 0.029 -0.011 0.061
N -2.084 -6.845 2.966 -0.005 -0.001 -0.066
C -1.446 -5.848 2.315 0.171 0.096 -0.017
C -0.258 -6.107 1.601 -0.073 -0.017 -0.037
C 0.418 -5.091 0.975 0.077 -0.009 -0.020
C -0.074 -3.790 1.050 0.242 0.492 -0.143
C -1.264 -3.513 1.715 -0.011 0.104 0.067
C -1.944 -4.529 2.340 -0.099 -0.002 0.017
S 0.895 -2.505 0.393 0.324 -1.026 -0.008
O 1.023 -1.411 1.398 -0.192 -0.054 -0.034
O 2.157 -3.016 -0.053 -0.183 -0.426 0.084
N 0.186 -1.590 -0.745 0.133 -0.390 0.480
C -0.221 -2.154 -1.927 -0.276 -0.703 -1.200
N -0.251 -3.487 -2.000 0.155 0.231 0.247
C -0.684 -4.025 -3.130 -0.040 0.036 -0.047
C -1.103 -3.257 -4.209 0.044 -0.056 0.048
C -1.022 -1.891 -4.044 -0.010 0.084 0.028
N -0.576 -1.332 -2.920 0.238 -0.215 0.546
H -1.687 -7.766 2.990 -0.041 -0.023 0.042
H -2.870 -6.657 3.561 -0.022 -0.019 -0.014
H 0.124 -7.118 1.556 0.020 -0.011 0.010
H 1.338 -5.276 0.439 -0.001 -0.068 0.014
H -1.638 -2.496 1.750 -0.051 -0.024 0.029
H -2.865 -4.326 2.872 -0.013 0.038 -0.004
H -0.698 -5.109 -3.158 -0.023 0.001 -0.071
H -1.473 -3.702 -5.120 0.027 -0.008 -0.024
H -1.325 -1.201 -4.824 -0.042 -0.038 -0.004
C -1.812 1.835 -4.158 -0.010 0.159 -0.130
O -2.066 0.925 -3.095 0.406 -0.085 -0.075
P -1.245 0.684 -1.729 -1.824 1.246 1.275
O -1.640 2.118 -0.926 0.371 -0.492 -0.755
C -2.574 3.125 -1.320 -0.007 -0.130 0.005
O -2.309 -0.310 -1.025 0.169 -0.166 -0.434
C -3.581 -0.697 -1.560 -0.071 -0.004 0.052
H -2.778 2.178 -4.526 0.003 -0.025 0.045
H -1.292 1.327 -4.970 0.037 -0.008 0.045
H -1.231 2.701 -3.841 -0.005 -0.020 0.062
H -3.084 3.483 -0.426 -0.016 -0.009 -0.022
H -3.307 2.737 -2.026 -0.048 0.041 0.032
H -2.032 3.958 -1.777 -0.074 0.000 0.013
H -3.478 -1.094 -2.569 0.029 -0.009 0.022
H -4.276 0.143 -1.577 0.031 0.023 0.004
H -3.965 -1.471 -0.899 -0.010 0.011 -0.017
C -1.088 2.708 2.274 0.234 -0.096 -0.253
As -1.066 0.804 1.788 -1.347 0.942 1.804
C -3.004 0.526 1.740 0.171 -0.130 -0.319
C -0.716 0.079 3.624 0.073 -0.100 -0.355
C -1.602 0.623 4.702 -0.081 0.056 0.022
C -1.245 1.758 5.425 0.035 -0.030 -0.054
C -2.081 2.270 6.405 -0.007 0.088 -0.011
C -3.294 1.657 6.680 0.036 -0.019 0.011
C -3.645 0.503 5.995 -0.048 0.022 -0.039
C -2.807 -0.005 5.015 0.053 -0.051 -0.021
H -0.225 2.925 2.903 -0.029 0.006 0.022
H -1.998 2.939 2.823 0.035 -0.067 0.043
H -1.026 3.327 1.382 -0.089 -0.042 -0.057
H -3.235 -0.522 1.554 0.015 0.014 -0.007
H -3.439 1.125 0.943 0.082 0.005 -0.023
H -3.417 0.827 2.700 0.091 0.040 0.008
H 0.329 0.307 3.827 -0.016 -0.050 -0.001
H -0.811 -1.006 3.560 0.088 0.014 -0.061
H -0.297 2.245 5.229 0.021 -0.003 0.003
H -1.782 3.154 6.953 -0.010 0.006 0.015
H -3.953 2.071 7.431 0.007 -0.032 0.036
H -4.575 -0.001 6.222 -0.007 0.003 0.004
H -3.088 -0.911 4.489 -0.005 -0.011 0.003
```
Forces are in eV/Å.

Output
Multiplicity: 2
Total charge: +2
Lowest unoccupied orbital energy (alpha / beta) (eV): -5.36 / -5.08
HOMO-LUMO gap (alpha / beta) (eV): 7.282 / 7.571
Energy above the lowest of the compared OMol25 structures with the same formula, charge and spin (eV): 1.319
HOMO level (alpha / beta) (eV): -12.64 / -12.65

Entry 4:
This record from the OMol25 dataset describes an isolated molecule of C19H24N6O2S at a distorted geometry. The level of theory is ωB97M-V/def2-TZVPD.

```
52
Properties=species:S:1:pos:R:3:forces:R:3
C 4.376 2.527 -4.763 -0.187 -0.207 -0.073
C 3.768 1.619 -3.762 0.068 -0.054 0.796
C 3.877 1.551 -2.404 -0.094 -0.018 -0.536
C 3.042 0.456 -2.062 0.213 0.359 -0.888
N 2.769 -0.075 -0.822 -0.182 -0.441 -0.342
C 3.194 0.426 0.367 -0.147 -0.267 0.170
O 3.979 1.332 0.492 0.192 0.245 0.034
C 2.652 -0.296 1.596 -0.313 0.050 0.027
S 1.163 -1.300 1.348 0.195 -0.305 0.234
C 0.085 -0.025 0.859 -0.043 0.054 0.040
N 0.398 1.234 0.713 0.826 -0.612 0.386
N -0.711 1.870 0.304 -0.953 0.707 -0.356
C -1.678 1.003 0.206 -0.043 -0.072 0.091
C -3.085 1.294 -0.206 -0.113 0.157 -0.008
C -3.219 2.778 -0.562 -0.062 -0.293 0.091
N -3.470 0.343 -1.248 -0.093 0.073 -0.036
C -4.896 0.299 -1.494 0.076 -0.028 0.032
C -2.724 0.493 -2.483 -0.025 -0.072 0.016
N -1.223 -0.243 0.546 0.517 0.538 -0.127
C -1.923 -1.498 0.630 -0.301 -0.419 0.139
C -2.124 -1.921 2.065 0.020 -0.076 0.054
C -2.514 -0.995 3.024 -0.002 -0.024 -0.050
C -2.692 -1.383 4.340 -0.040 0.072 0.018
C -2.488 -2.702 4.709 0.001 -0.068 0.072
C -2.102 -3.630 3.757 -0.018 -0.086 0.077
C -1.917 -3.240 2.442 -0.057 0.117 -0.077
N 2.493 -0.070 -3.133 -0.418 -0.668 1.048
O 2.942 0.650 -4.193 0.429 0.613 -0.483
H 3.598 3.059 -5.308 -0.001 0.080 -0.040
H 4.958 1.954 -5.484 0.070 0.022 -0.046
H 5.022 3.243 -4.264 0.029 0.035 0.003
H 4.439 2.162 -1.732 0.142 0.166 0.071
H 2.118 -0.851 -0.826 0.076 0.134 0.131
H 3.413 -0.983 1.971 -0.045 0.027 -0.022
H 2.440 0.452 2.361 0.124 -0.006 -0.116
H -3.738 1.079 0.653 0.042 0.024 -0.092
H -2.944 3.379 0.300 0.015 0.125 0.034
H -2.547 3.035 -1.375 0.055 0.084 -0.068
H -4.242 3.010 -0.845 -0.085 0.025 -0.030
H -5.106 -0.556 -2.137 -0.098 0.004 -0.024
H -5.282 1.201 -1.987 -0.032 0.020 -0.009
H -5.424 0.161 -0.551 -0.085 -0.009 0.023
H -1.665 0.603 -2.260 0.094 0.002 -0.087
H -2.862 -0.408 -3.081 0.041 0.023 -0.086
H -3.049 1.356 -3.078 0.023 0.033 -0.027
H -2.880 -1.364 0.115 0.259 -0.075 0.007
H -1.340 -2.257 0.099 -0.135 0.050 -0.030
H -2.668 0.038 2.745 0.015 0.111 -0.023
H -2.989 -0.653 5.078 -0.024 0.055 0.062
H -2.627 -3.004 5.736 -0.004 -0.029 0.083
H -1.937 -4.659 4.040 0.019 -0.086 0.030
H -1.605 -3.964 1.704 0.062 -0.090 -0.093
```
Forces are in eV/Å.

Output
Lowest unoccupied orbital energy (eV): 0.56
SMILES: Cc1cc(NC(=O)CSc2nnc([C@@H](C)N(C)C)n2Cc2ccccc2)no1
HOMO-LUMO gap (eV): 9.188
Energy above the lowest of the compared OMol25 structures with the same formula, charge and spin (eV): 1.233
HOMO level (eV): -8.63